# 1
Below is C56H36BrIN5O2Ru as an isolated structure in a non-equilibrium geometry, with properties calculated with ωB97M-V/def2-TZVPD.

Geometry as ORCA input:
```
! wB97M-V def2-TZVPD RIJCOSX def2/J DEFGRID3
* xyz 1 1
C 3.19 -0.91 -2.10
Ru 0.53 0.23 -0.27
H -6.12 3.86 1.56
C 3.15 -2.37 2.34
H 1.25 -3.19 2.91
C 5.19 3.71 3.79
H 5.32 2.16 0.55
C 5.41 -1.97 -2.61
H -2.84 -6.17 -3.26
C -3.71 -0.16 0.21
C 1.23 2.41 1.75
C -2.21 -4.21 -2.67
C 2.56 2.44 1.40
C -3.38 -2.37 -3.68
H -1.45 -4.58 -1.99
C -0.16 1.38 -2.93
H 5.37 -2.46 -1.64
H 6.04 -2.74 4.06
C -3.98 -4.63 -4.24
H -2.09 4.38 -1.63
C 3.50 4.73 1.84
C 2.30 -3.11 3.16
N 2.49 0.61 -0.20
C -5.41 3.25 2.11
C 0.60 3.30 2.74
H -0.33 3.29 -0.30
C -0.15 -1.86 -2.37
C 1.98 -1.35 -2.48
Br 4.83 -4.41 6.15
C -2.40 -2.84 -2.80
C -0.92 1.92 1.79
C -2.39 0.42 0.49
C -2.12 -1.10 -1.08
H -2.87 1.10 4.07
C 3.13 1.54 0.47
C -2.17 1.41 1.46
H 7.34 -1.76 -5.38
H 5.73 -0.03 -0.89
C 3.48 3.37 2.12
C 4.33 2.87 3.10
H -4.93 -2.89 -5.07
C -1.55 -1.89 -2.03
H -6.49 3.39 3.96
H 3.58 0.12 -4.54
N 0.26 1.58 1.23
C 4.59 1.46 0.19
C 5.21 5.07 3.50
C 4.50 -2.25 2.65
H 4.31 1.81 3.33
C -4.29 2.74 1.47
C 3.46 -0.33 -0.72
H -4.29 -1.74 -1.16
C -1.89 3.00 -3.27
C -3.54 -1.09 -0.73
H 0.45 0.57 -3.29
H -0.16 -3.18 -4.21
H 5.49 -0.26 -6.07
N -1.47 -0.16 -0.28
O 3.51 -1.49 0.20
H 2.85 5.13 1.07
H -3.52 -1.31 -3.80
H 1.13 4.04 3.32
C 4.79 0.37 -0.53
C -3.37 1.97 2.17
H -2.68 3.43 -3.87
C 4.39 -0.53 -4.25
H -4.63 0.10 0.72
C -2.99 -5.10 -3.38
H 5.15 -1.67 2.01
C 2.58 -1.69 1.16
C 4.36 5.58 2.53
H 7.27 -2.86 -3.17
C -5.62 2.99 3.46
C 6.47 -2.20 -3.47
C -0.70 3.01 2.76
H -4.13 2.94 0.42
H 2.42 -2.53 -4.35
C -4.70 2.22 4.16
C -3.58 1.71 3.52
C 4.36 -1.14 -2.99
C 1.69 -2.20 -3.63
C 0.40 -2.54 -3.55
N 0.09 1.83 -1.69
H 5.84 3.31 4.55
H -4.59 -5.33 -4.80
C 2.80 -3.72 4.29
C 6.50 -1.58 -4.71
C 5.47 -0.75 -5.10
C -1.57 3.52 -2.03
C -4.17 -3.27 -4.39
H -1.47 3.47 3.35
O 1.40 -1.40 1.09
C -1.15 1.92 -3.74
H -4.86 2.01 5.21
H 2.15 -4.31 4.93
C 5.00 -2.84 3.80
I -1.50 1.07 -5.60
N 0.78 -1.16 -1.76
H 5.87 5.73 4.04
C -0.59 2.90 -1.27
C 4.14 -3.58 4.60
H 4.37 6.64 2.29
*
```

The value obtained for the highest occupied orbital energy (alpha / beta) is -9.596 / -9.597 eV. The LUMO energy (alpha / beta) is -0.158 / -0.158 Ha. As for the gap between HOMO and LUMO (alpha / beta): 5.30 / 5.30 eV.

***

# 2
Below is C24H64As6F36N4O4 as an isolated structure in a non-equilibrium geometry, with properties calculated with ωB97M-V/def2-TZVPD.

Geometry as ORCA input:
```
! wB97M-V def2-TZVPD RIJCOSX def2/J DEFGRID3
* xyz -2 1
H -2.02 1.76 -4.27
F -2.89 5.10 -4.15
H -3.13 -5.04 -1.20
H 2.63 2.00 -4.75
H -2.00 3.46 3.40
C -1.84 1.69 -5.34
C 4.32 -1.31 1.31
F -2.92 6.93 -2.40
H 3.68 -1.10 2.17
H 1.30 2.76 -1.42
H 0.53 0.87 2.26
H 1.91 -2.24 0.63
F 2.37 3.37 2.95
H -2.19 -4.70 -3.08
H -1.91 -1.25 -2.44
F -1.90 6.20 4.39
C -2.38 -1.07 -0.32
C 1.65 -1.79 -2.82
H -0.14 3.46 0.10
F -3.69 7.44 3.33
O 3.80 -4.81 -1.37
H -1.40 -1.26 0.12
C -1.74 3.49 2.35
H -1.85 3.10 -6.89
F -4.75 -0.47 1.67
H -1.44 -3.19 -3.64
As -0.25 -2.54 3.26
H 0.46 -4.05 -2.64
H 5.96 -3.08 0.55
H 1.12 -3.63 -1.12
C 1.82 1.64 -5.37
C 1.17 1.69 -1.22
H -3.59 -1.46 -2.09
H -1.77 1.49 1.71
F -6.14 0.73 3.25
F 0.61 0.69 7.12
H 4.60 -0.18 -0.67
C -0.43 1.15 -5.58
C 5.13 -3.21 -0.15
H -3.20 -1.27 0.36
H 1.67 -2.21 -3.83
O 0.52 2.05 -5.04
F -1.74 -0.25 6.66
F -0.42 2.88 7.67
F -1.26 -3.62 4.17
As -1.81 5.65 -2.85
H 4.94 -5.37 0.10
F -0.65 6.13 -1.61
F -1.24 0.82 8.79
F -3.95 1.89 0.74
H -2.94 -0.24 -5.65
H 5.25 -3.11 3.42
H 4.40 -6.38 -2.56
F -2.64 4.64 -1.64
F -5.28 6.68 5.10
H -3.88 1.20 -5.76
F 4.74 2.49 2.52
H -4.14 -4.65 0.89
H 2.04 1.69 -6.44
As -3.60 6.40 4.78
H 0.69 2.43 2.95
F -1.01 -2.99 1.72
H 3.12 0.02 0.10
H 3.41 -6.83 -1.10
H -1.27 2.37 -0.48
H 2.92 -3.22 2.53
H 1.94 0.56 -5.17
H 2.51 -2.22 -2.30
C -2.88 0.80 -5.96
F -0.71 4.32 -3.29
F 3.21 3.32 0.62
F 0.83 -1.38 2.42
O 0.40 -2.03 -2.19
F -5.41 2.93 2.30
H -1.19 3.69 -5.56
C 5.03 -4.62 -0.70
H 3.29 -4.57 1.55
C 4.94 -3.97 2.83
H 4.70 -4.76 3.54
F -3.40 5.39 6.23
C -1.03 2.29 1.69
N 0.06 1.71 2.60
F -3.95 4.92 3.89
N 4.04 -2.73 0.80
F -1.40 -1.25 3.48
C -0.49 2.43 0.28
F 0.86 -3.89 2.96
F -3.19 7.81 5.78
As -1.04 1.31 7.11
H 2.11 1.16 -1.28
C 3.59 -6.10 -1.89
H 1.74 -0.71 -2.90
C 2.73 -2.61 0.01
C 4.17 -0.13 0.34
F -0.86 1.71 5.33
H 5.90 -4.99 -1.26
H -2.82 0.81 -7.05
C -3.47 -3.87 0.54
H -4.33 -3.68 -1.46
O 0.53 1.46 0.03
H -0.35 1.12 -6.68
H -0.25 0.16 -5.16
F -0.96 6.71 -3.96
H -1.12 -4.69 -0.76
F 4.46 4.54 3.70
H -3.94 -3.00 0.99
H -2.52 -4.11 1.02
C 0.29 -3.36 -1.79
H 2.69 -6.10 -2.52
H 2.42 -3.63 -0.20
F 3.00 5.48 1.85
H -1.03 4.32 2.26
C 3.73 -3.65 1.95
H 5.30 -1.41 1.76
N -1.96 3.09 -5.87
F -6.38 1.22 0.77
As 3.82 3.96 2.17
H 5.21 -2.47 -0.95
C -2.32 -3.62 -3.16
F 0.54 -2.09 4.79
H -1.06 -3.12 -0.12
H -3.24 -3.41 -3.71
H -2.36 0.01 -0.46
C -2.59 -1.68 -1.71
As -5.05 1.26 1.96
N -2.31 -3.19 -1.73
H 2.90 -2.06 -0.91
H 5.79 -4.36 2.27
C -3.41 -4.00 -0.99
F -2.64 2.04 7.16
C -1.00 -3.65 -1.07
F -3.71 1.19 3.08
H -0.42 1.37 3.46
F 5.20 4.68 1.30
H -2.88 3.52 -5.75
H 0.52 1.49 -2.09
H 4.49 0.77 0.87
H -2.63 3.72 1.76
*
```

The value obtained for the highest occupied orbital energy is -5.518 eV. The LUMO energy is 0.042 Ha. As for the gap between HOMO and LUMO: 6.65 eV.

***

# 3
Below is a 3-piece molecular cluster, C6H12O2 overall in a non-equilibrium geometry, with properties calculated with ωB97M-V/def2-TZVPD.

Geometry as ORCA input:
```
! wB97M-V def2-TZVPD RIJCOSX def2/J DEFGRID3
* xyz 0 1
H 1.12 -2.16 -3.28
H 3.32 2.62 -0.04
H -1.65 2.15 1.11
C -1.80 -0.07 0.98
H 0.13 -0.25 -0.05
C -1.18 -1.82 -0.74
H -2.24 -0.91 1.41
O 1.94 1.63 2.81
C -0.35 -2.27 -1.87
H 2.22 2.36 -0.87
H 1.02 1.40 3.08
H -2.06 -2.30 -0.72
H -3.12 1.28 1.68
H -1.03 -2.63 -2.73
H 2.10 0.99 1.96
C 0.87 -1.86 -2.26
H 1.32 -1.07 -1.82
C -2.15 1.16 1.26
O 2.33 2.46 0.00
C -0.80 -0.71 0.07
*
```

Its structure (SMILES) is C=C/C=C/C=C.O.O. The value obtained for the highest occupied orbital energy is -8.460 eV. The LUMO energy is 0.002 Ha. As for the gap between HOMO and LUMO: 8.51 eV.

***

# 4
Below is a 4-piece molecular cluster, CH6O2 overall in a non-equilibrium geometry, with properties calculated with ωB97M-V/def2-TZVPD.

Geometry as ORCA input:
```
! wB97M-V def2-TZVPD RIJCOSX def2/J DEFGRID3
* xyz 0 1
H 1.22 -0.93 1.03
H 0.74 -1.28 -0.76
H 2.49 -0.91 -0.27
H -1.99 1.13 -0.73
H -2.08 0.62 0.91
C 1.33 -0.61 0.00
O 1.16 0.81 0.02
O -2.21 -0.29 -0.02
H 0.09 0.94 -0.17
*
```

The value obtained for the highest occupied orbital energy is -10.298 eV. The LUMO energy is -0.061 Ha. As for the gap between HOMO and LUMO: 8.63 eV.

***

| no. | E_tot (eV) | molecular weight (g/mol) |
| --- | --- | --- |
| 1 | -150923.6925 | 1118.815 |
| 2 | -502955.1891 | 1606.260 |
| 3 | -10507.2719 | 116.160 |
| 4 | -5222.8589 | 50.057 |